Here is a cluster of 14 separate species, C40H114N6O14 in total from the Open Molecules 2025 dataset. Energies are from ωB97M-V/def2-TZVPD.

XYZ file:
```
174
Properties=species:S:1:pos:R:3:lowdin_charge:R:1
C -2.5501 2.2839 1.8691 -0.060
C -2.0372 2.4212 3.2712 -0.423
C -1.6182 3.8105 3.7256 -0.188
O -0.4352 4.1786 3.0317 -0.192
C 0.7569 3.7544 3.6595 -0.099
N -3.1565 1.9810 4.1464 0.029
H -1.8993 2.6008 1.0471 0.066
H -3.5429 2.6730 1.6450 0.074
H -2.6409 1.2153 1.6220 0.073
H -1.2435 1.6967 3.4893 0.110
H -1.4357 3.8257 4.8072 0.118
H -2.3964 4.5498 3.5323 0.130
H 1.6089 4.2329 3.1871 0.070
H 0.8879 2.6655 3.5643 0.076
H 0.7102 3.9540 4.7366 0.089
H -2.9385 1.9508 5.1314 0.057
H -3.5412 1.0954 3.8474 0.065
C 2.5036 1.6451 -4.4759 -0.053
C 2.7101 3.1393 -4.4224 -0.399
C 1.4545 3.9705 -4.5468 -0.244
O 1.7153 5.3264 -4.6557 -0.165
C 0.5684 6.1320 -4.6341 -0.097
N 3.4689 3.5084 -3.1562 0.042
H 2.2000 1.3968 -5.5006 0.084
H 1.6587 1.3329 -3.8564 0.073
H 3.3951 1.0583 -4.2756 0.074
H 3.4040 3.4741 -5.2068 0.140
H 0.7181 3.6651 -3.7900 0.119
H 1.0206 3.5823 -5.4922 0.138
H 0.8237 7.1726 -4.4610 0.089
H -0.1073 5.7888 -3.8399 0.081
H 0.0047 6.0541 -5.5719 0.092
H 3.4557 4.5334 -3.1425 0.080
H 4.4484 3.3753 -3.4068 0.083
C 0.6681 -1.4745 -4.7550 -0.053
C 0.6724 -2.9723 -4.4513 -0.417
C 1.8096 -3.3728 -3.5343 -0.214
O 3.0478 -3.0994 -4.1548 -0.199
C 4.1039 -3.8913 -3.6357 -0.103
N -0.5707 -3.3753 -3.7943 0.058
H -0.1638 -1.2494 -5.4289 0.066
H 1.5260 -1.1209 -5.3362 0.071
H 0.5975 -0.9100 -3.8219 0.059
H 0.7038 -3.4729 -5.4247 0.143
H 1.7228 -4.4177 -3.2273 0.122
H 1.7049 -2.7242 -2.6461 0.124
H 4.3028 -3.6017 -2.6016 0.076
H 4.9604 -3.7683 -4.2939 0.088
H 3.8072 -4.9439 -3.7101 0.087
H -0.7426 -2.7185 -3.0344 0.058
H -1.3951 -3.3564 -4.3795 0.046
C 2.2401 -0.0119 6.0450 -0.062
C 1.1584 -0.1858 7.0961 -0.437
C 1.6829 0.3300 8.4253 -0.243
O 2.8708 -0.3148 8.7683 -0.192
C 3.3836 0.0767 10.0281 -0.092
N -0.0055 0.6182 6.7337 0.037
H 2.4982 1.0417 5.9204 0.084
H 1.9426 -0.3857 5.0595 0.060
H 3.1444 -0.5443 6.3397 0.079
H 0.8875 -1.2421 7.2077 0.133
H 0.9334 0.1885 9.2206 0.125
H 1.8308 1.4167 8.3295 0.132
H 3.7777 1.0934 9.9340 0.090
H 4.1215 -0.6421 10.3633 0.087
H 2.5485 0.1033 10.7401 0.084
H -0.7432 0.4759 7.4194 0.073
H -0.4020 0.3032 5.8553 0.064
C -4.0910 -4.5933 -3.3079 -0.045
C -4.5992 -3.1520 -3.3505 -0.415
C -4.6057 -2.5406 -4.7524 -0.185
O -3.2912 -2.0759 -5.0183 -0.218
C -3.2055 -1.4238 -6.2505 -0.123
N -5.8807 -3.0671 -2.6090 0.050
H -4.3153 -5.0353 -2.3390 0.063
H -3.0050 -4.6342 -3.4152 0.062
H -4.5672 -5.1848 -4.0922 0.078
H -3.9393 -2.4916 -2.7809 0.112
H -5.3336 -1.7216 -4.7412 0.113
H -4.8871 -3.2666 -5.5257 0.130
H -3.0312 -2.1038 -7.0904 0.093
H -2.4091 -0.6762 -6.1972 0.080
H -4.0616 -0.7969 -6.5404 0.088
H -6.6342 -3.4339 -3.1938 0.079
H -6.0547 -2.0576 -2.6283 0.021
C 0.3759 -0.0666 1.5967 -0.046
C 0.2636 -0.5703 0.1717 -0.383
C -1.1002 -0.1979 -0.3951 -0.170
O -1.1119 -0.6883 -1.7378 -0.220
C -2.2528 -0.3088 -2.4683 -0.090
N 1.3562 0.0210 -0.6220 0.069
H 0.0391 0.9295 1.8667 0.060
H 1.3325 -0.3130 2.0695 0.065
H -0.2331 -0.7582 2.2052 0.084
H 0.3878 -1.6496 0.0670 0.132
H -1.3067 0.8755 -0.4427 0.118
H -1.8780 -0.7634 0.1356 0.128
H -2.4005 0.7725 -2.5659 0.093
H -3.1339 -0.6881 -1.9186 0.074
H -2.2762 -0.8634 -3.4025 0.063
H 1.1361 -0.0542 -1.6129 0.065
H 1.3671 1.0248 -0.4383 0.059
C 2.7330 3.7083 0.4923 -0.076
C 1.5839 4.1050 -0.4090 -0.295
O 1.2383 3.0791 -1.3414 -0.136
H 2.7625 4.4097 1.3330 0.067
H 3.7323 3.7592 0.0657 0.075
H 2.5251 2.7222 0.9059 0.065
H 1.7809 5.0193 -0.9905 0.109
H 0.6907 4.3683 0.1628 0.102
H 2.0072 2.8773 -1.9046 0.031
C 2.3191 -3.9958 0.6769 -0.085
C 3.2972 -5.1217 0.9630 -0.310
O 2.6918 -6.2068 1.6577 -0.090
H 1.4231 -4.3780 0.1861 0.082
H 2.7816 -3.2292 0.0558 0.065
H 2.0139 -3.5760 1.6392 0.056
H 4.1434 -4.7375 1.5354 0.114
H 3.6416 -5.5383 0.0116 0.104
H 3.1090 -6.3493 2.5084 0.078
C -4.5736 -3.7265 0.8532 -0.087
C -5.4185 -2.4793 1.0569 -0.314
O -4.7042 -1.3631 0.5333 -0.097
H -5.0582 -4.5751 1.3545 0.074
H -3.6037 -3.6546 1.3448 0.072
H -4.4580 -3.9971 -0.1952 0.046
H -5.5993 -2.3837 2.1312 0.105
H -6.4293 -2.5324 0.6411 0.105
H -4.8258 -1.3626 -0.4222 0.047
C 5.1394 -0.5275 -2.3448 -0.076
C 4.8491 0.4811 -1.2222 -0.303
O 4.2443 -0.1453 -0.1005 -0.128
H 4.2494 -0.8349 -2.8949 0.055
H 5.5012 -1.4333 -1.8519 0.071
H 5.9549 -0.1223 -2.9429 0.074
H 4.2385 1.3301 -1.5481 0.090
H 5.8255 0.8999 -0.9681 0.114
H 3.2875 -0.1993 -0.3347 0.051
C 5.2562 -0.3198 3.4244 -0.070
C 4.3640 0.8933 3.2143 -0.321
O 4.6951 1.5450 1.9893 -0.113
H 6.2925 -0.0418 3.6009 0.077
H 5.1724 -0.9255 2.5184 0.071
H 4.8594 -0.9369 4.2362 0.056
H 4.4023 1.6455 4.0021 0.109
H 3.3258 0.5372 3.1258 0.082
H 4.6511 0.8444 1.3053 0.027
C -5.5908 2.0710 -2.4579 -0.088
C -6.4057 1.1585 -3.3712 -0.266
O -6.4112 -0.1679 -2.8177 -0.113
H -4.9589 2.7241 -3.0714 0.069
H -4.8475 1.5634 -1.8407 0.070
H -6.1526 2.7188 -1.7847 0.069
H -5.8959 1.1764 -4.3354 0.103
H -7.4237 1.5224 -3.5013 0.113
H -7.3179 -0.3729 -2.5698 0.091
C -3.9468 4.7436 -0.6459 -0.070
C -2.4794 4.8934 -0.9904 -0.321
O -1.8985 3.6355 -1.3164 -0.095
H -4.4682 4.4098 -1.5444 0.050
H -4.3548 5.7075 -0.3478 0.081
H -4.0485 4.0040 0.1427 0.054
H -1.9928 5.2266 -0.0533 0.107
H -2.2386 5.6897 -1.7042 0.108
H -0.9847 3.7761 -1.5908 0.046
C 0.8614 -4.8585 4.1502 -0.081
C 1.3449 -3.5268 4.7025 -0.324
O 2.7634 -3.5798 4.8331 -0.074
H 0.9656 -5.6708 4.8663 0.078
H 1.3446 -5.1111 3.2054 0.039
H -0.2014 -4.7868 3.8895 0.079
H 0.8612 -3.3779 5.6761 0.100
H 0.9975 -2.7115 4.0608 0.096
H 3.1178 -2.7306 4.5526 0.055
```

HOMO level   -8.7904 eV
E_LUMO   0.3873 eV
Orbital gap   9.178 eV
DFT total energy   -2974.10620 a.u.
ΔE to the lowest compared entry with this formula, charge and spin   142.0 kJ/mol

***

Here is an isolated molecule of C23H29N3O3 from the Open Molecules 2025 dataset. Energies are from ωB97M-V/def2-TZVPD.

XYZ file:
```
58
Properties=species:S:1:pos:R:3:lowdin_charge:R:1
C -3.3331 -2.9200 -0.8668 -0.021
N -2.9801 -1.5218 -0.7367 -0.045
C -1.8445 -1.1003 -1.3289 -0.387
O -1.0621 -1.8617 -1.8794 0.058
C -1.5583 0.4034 -1.3081 -0.274
O -2.3358 1.1982 -1.8110 0.102
C -0.2914 0.7564 -0.7165 -0.071
C 0.6801 -0.1111 -0.2560 0.040
N 1.7331 0.5730 0.2366 -0.036
C 2.9492 -0.0138 0.7122 -0.034
C 4.0668 0.1040 -0.3437 -0.434
O 3.9394 0.7646 -1.3509 0.096
N 5.1907 -0.5729 -0.0504 -0.058
C 5.4322 -1.4264 1.0960 -0.160
C 6.8988 -1.8361 0.9511 -0.162
C 7.1116 -1.8154 -0.5615 -0.162
C 6.3063 -0.5938 -0.9863 -0.136
C 1.4964 1.9225 0.0946 -0.162
C 2.2775 3.0142 0.4450 -0.011
C 1.7639 4.2697 0.1924 -0.089
C 0.5062 4.4384 -0.3893 -0.089
C -0.2746 3.3573 -0.7387 -0.008
C 0.2244 2.0817 -0.4969 -0.093
C -3.9033 -0.6305 -0.0519 -0.298
C -5.0729 -0.2263 -0.9561 -0.141
C -5.9657 0.7768 -0.2331 -0.193
C -6.4756 0.1979 1.0832 -0.208
C -5.3066 -0.2182 1.9711 -0.199
C -4.4285 -1.2382 1.2503 -0.154
H -3.2255 -3.4434 0.0853 0.092
H -4.3566 -3.0233 -1.2251 0.091
H -2.6506 -3.3628 -1.5910 0.089
H 0.6749 -1.1843 -0.2774 0.137
H 2.7681 -1.0673 0.9396 0.131
H 3.2729 0.4960 1.6270 0.138
H 5.2441 -0.8955 2.0333 0.121
H 4.7805 -2.3087 1.0605 0.125
H 7.0982 -2.8088 1.3952 0.111
H 7.5425 -1.0959 1.4270 0.114
H 8.1600 -1.7372 -0.8381 0.111
H 6.6951 -2.7167 -1.0120 0.116
H 5.9263 -0.6435 -2.0077 0.126
H 6.8915 0.3267 -0.8826 0.131
H 3.2573 2.8922 0.8817 0.109
H 2.3484 5.1419 0.4457 0.099
H 0.1452 5.4399 -0.5717 0.099
H -1.2434 3.4799 -1.1958 0.107
H -3.3471 0.2764 0.2058 0.146
H -5.6564 -1.1088 -1.2269 0.115
H -4.6722 0.2195 -1.8671 0.112
H -6.8080 1.0465 -0.8728 0.110
H -5.3924 1.6845 -0.0348 0.118
H -7.0898 0.9368 1.6016 0.107
H -7.1027 -0.6734 0.8792 0.113
H -5.6798 -0.6484 2.9030 0.109
H -4.7111 0.6622 2.2228 0.116
H -3.5899 -1.5289 1.8873 0.121
H -5.0237 -2.1275 1.0376 0.113
```

HOMO level   -8.0235 eV
E_LUMO   0.4222 eV
Orbital gap   8.446 eV
DFT total energy   -1283.87436 a.u.
ΔE to the lowest compared entry with this formula, charge and spin   161.8 kJ/mol

***

Here is a cluster of 2 separate species, C8H5BN2 in total from the Open Molecules 2025 dataset. Energies are from ωB97M-V/def2-TZVPD.

XYZ file:
```
16
Properties=species:S:1:pos:R:3:lowdin_charge:R:1
B -2.5734 -1.5481 0.8743 0.200
C -2.1107 -4.5376 -1.5975 -0.384
C -3.5181 -2.1206 1.8823 -0.066
C 0.9666 0.6117 -0.1725 0.007
C 1.0368 -0.7621 0.3426 -0.001
C -0.2978 1.1443 -0.4797 -0.055
C -0.1636 -1.4740 0.3801 -0.013
C -1.4458 0.5152 -0.0703 -0.069
C -1.3881 -0.7303 0.3850 -0.210
N -2.3821 -3.6496 -0.9371 -0.158
N -4.1423 -2.7620 2.5857 0.229
H 1.8195 1.2160 -0.3724 0.098
H 1.9702 -1.2599 0.3977 0.096
H -0.3327 2.1110 -0.9217 0.104
H -0.2921 -2.4981 0.5914 0.090
H -2.4037 1.0302 -0.0814 0.133
```

HOMO level (spin up / spin down)   -8.5746 / -8.5737 eV
E_LUMO (spin up / spin down)   -2.8218 / -2.8217 eV
Orbital gap (spin up / spin down)   5.753 / 5.752 eV
DFT total energy   -442.02045 a.u.

***

Here is a cluster of 8 separate species, C32H64O16S8 in total from the Open Molecules 2025 dataset. Energies are from ωB97M-V/def2-TZVPD.

XYZ file:
```
120
Properties=species:S:1:pos:R:3:lowdin_charge:R:1
O -4.0447 -0.5019 0.3928 -0.341
S -4.9988 0.5358 0.3298 0.675
O -6.2436 0.3934 -0.3887 -0.319
C -5.2327 1.0712 2.0952 -0.199
C -5.1160 2.5689 1.9953 -0.216
C -3.8761 2.9225 1.0616 -0.175
C -4.1788 2.0992 -0.2261 -0.208
H -4.3502 0.6758 2.5703 0.094
H -6.1861 0.7882 2.5305 0.108
H -6.0485 2.9750 1.5894 0.119
H -4.9064 2.9889 2.9720 0.108
H -2.9110 2.5672 1.3778 0.069
H -3.8310 3.9778 0.7041 0.126
H -3.2817 1.8198 -0.9336 0.118
H -4.9853 2.6012 -0.7818 0.095
O 4.9299 -1.9759 -1.2986 -0.339
S 4.2390 -0.9464 -0.5109 0.689
O 2.9655 -0.5503 -1.0930 -0.335
C 4.2413 -1.3677 1.1966 -0.233
C 4.5545 -0.1877 2.0317 -0.205
C 4.7140 1.0309 1.1381 -0.179
C 5.2492 0.4765 -0.1951 -0.206
H 4.9652 -2.1656 1.3023 0.118
H 3.2884 -1.8426 1.3685 0.081
H 3.9812 -0.1432 2.9162 0.097
H 5.5212 -0.2946 2.5160 0.119
H 5.4521 1.7181 1.4909 0.114
H 3.7391 1.4498 1.0155 0.079
H 6.2558 0.1200 -0.0545 0.114
H 5.1390 1.1526 -1.0407 0.072
O -0.1161 -4.5126 -0.6478 -0.359
S 1.1805 -3.8742 -1.0258 0.727
O 1.7130 -3.0121 0.0027 -0.335
C 2.2404 -5.3696 -1.6952 -0.146
C 2.5478 -5.0063 -3.1281 -0.227
C 1.3842 -4.1700 -3.6452 -0.169
C 1.0542 -3.0303 -2.5629 -0.213
H 1.4979 -6.1263 -1.4968 0.084
H 3.0656 -5.5506 -1.0321 0.093
H 3.4573 -4.4505 -3.0803 0.105
H 2.8497 -5.7658 -3.8164 0.112
H 0.5416 -4.8498 -3.7456 0.118
H 1.6663 -3.7354 -4.5470 0.087
H 0.0061 -2.6096 -2.6937 0.127
H 1.8078 -2.2927 -2.5741 0.051
O 0.6865 6.4168 -0.4082 -0.311
S 0.6082 5.1677 0.3290 0.659
O -0.4937 4.2948 -0.0048 -0.333
C 2.2111 4.2969 0.2501 -0.198
C 3.1348 4.9538 1.3480 -0.150
C 2.2126 6.0470 2.0235 -0.228
C 0.8297 5.5159 2.0000 -0.271
H 2.5394 4.6085 -0.7598 0.103
H 2.0301 3.2459 0.5472 0.058
H 3.4273 4.2126 2.0977 0.108
H 3.9830 5.4741 0.9195 0.106
H 2.3172 6.9923 1.4758 0.118
H 2.5925 6.2519 2.9997 0.103
H 0.0177 6.2057 2.3173 0.132
H 0.6937 4.5553 2.4929 0.115
O 1.3263 -1.5532 3.5800 -0.350
S 1.3362 -1.2392 5.0337 0.704
O 2.5784 -1.1909 5.7524 -0.324
C 0.4150 0.3039 5.4141 -0.207
C -0.4924 -0.0758 6.5745 -0.194
C -1.0234 -1.5173 6.1489 -0.184
C 0.2484 -2.3723 5.8683 -0.211
H -0.1390 0.5148 4.5159 0.070
H 1.2010 1.0615 5.4415 0.110
H -0.0309 -0.2800 7.5652 0.119
H -1.2745 0.6768 6.7846 0.118
H -1.5576 -1.2962 5.2405 0.102
H -1.6935 -1.9834 6.8427 0.103
H 0.1068 -3.2787 5.3417 0.095
H 0.7488 -2.5085 6.8177 0.098
O 4.5487 2.6509 -2.4759 -0.325
S 3.6109 2.5186 -3.5651 0.651
O 3.7119 3.3941 -4.6992 -0.291
C 3.6712 0.8616 -4.1835 -0.232
C 2.2575 0.4282 -4.4421 -0.192
C 1.2865 1.6679 -4.2328 -0.191
C 1.9368 2.3935 -3.0422 -0.260
H 3.9901 0.1854 -3.3575 0.096
H 4.4037 0.9219 -4.9862 0.114
H 2.0737 0.1098 -5.4702 0.114
H 1.9294 -0.3285 -3.6845 0.098
H 0.2176 1.3986 -4.1337 0.113
H 1.2307 2.4462 -5.0545 0.126
H 1.8523 1.7848 -2.1566 0.072
H 1.5488 3.3954 -2.8864 0.111
O -7.9902 -3.4485 -3.6761 -0.330
S -6.8530 -4.0215 -3.0118 0.684
O -6.8779 -5.4461 -2.7339 -0.337
C -5.2042 -3.7483 -3.8344 -0.194
C -4.3749 -3.5347 -2.5710 -0.203
C -5.1516 -2.4073 -1.7872 -0.224
C -6.5006 -3.0294 -1.5450 -0.233
H -5.2660 -2.9115 -4.4801 0.088
H -5.0638 -4.6576 -4.3494 0.081
H -4.4639 -4.4430 -2.0317 0.099
H -3.4040 -3.1395 -2.8177 0.105
H -5.1327 -1.5314 -2.4487 0.121
H -4.6427 -2.1852 -0.8446 0.085
H -7.3516 -2.3995 -1.3163 0.098
H -6.4291 -3.7503 -0.6870 0.126
O 1.3354 1.6916 1.5772 -0.340
S 0.1349 1.0026 1.2461 0.713
O -0.9804 1.3143 2.1774 -0.350
C -0.4694 1.5112 -0.4484 -0.190
C -0.9302 0.1801 -1.1244 -0.182
C -1.0143 -0.9337 -0.0336 -0.177
C 0.2149 -0.7406 0.8737 -0.216
H 0.3836 2.0028 -1.0342 0.080
H -1.2068 2.3584 -0.2712 0.070
H -1.8258 0.3187 -1.7226 0.102
H -0.0656 -0.1241 -1.6694 0.075
H -0.9498 -1.8510 -0.5945 0.085
H -1.9647 -0.8177 0.4718 0.078
H 1.1072 -0.9060 0.3140 0.050
H 0.1865 -1.2828 1.8108 0.080
```

HOMO level   -9.8408 eV
E_LUMO   0.2289 eV
Orbital gap   10.070 eV
DFT total energy   -5646.85485 a.u.
ΔE to the lowest compared entry with this formula, charge and spin   251.7 kJ/mol